{
  "formula": "C9H20Si",
  "method": "ωB97M-V/def2-TZVPD",
  "e_homo_ev": -8.982,
  "e_above_lowest_kcal_mol": 58.6,
  "gap_ev": 9.9,
  "smiles": "CC(C)=C[C@@H](C)[Si](C)(C)C",
  "symbols": ["C", "C", "C", "C", "C", "C", "C", "C", "C", "Si", "H", "H", "H", "H", "H", "H", "H", "H", "H", "H", "H", "H", "H", "H", "H", "H", "H", "H", "H", "H"],
  "positions_angstrom": [[1.2928, 0.2336, -0.6483], [2.4570, -0.0701, -0.1208], [3.6117, -0.4542, -0.9798], [2.6888, -0.2853, 1.3960], [-0.3939, 2.2770, 0.1622], [-2.9530, 0.3036, 1.1369], [-2.4272, 0.0057, -1.8018], [-1.3368, -2.2089, 0.2706], [-0.1900, 0.7610, 0.3670], [-1.6770, -0.3753, -0.0713], [0.9759, 0.2907, -1.6927], [4.0598, -1.3549, -0.6559], [4.3673, 0.2237, -0.8451], [3.5199, -0.3435, -2.1545], [2.7225, 0.5682, 1.9488], [1.8912, -0.9897, 1.8334], [3.7401, -0.7250, 1.4604], [0.5116, 2.8252, 0.3926], [-0.7755, 2.6350, -0.7691], [-1.0340, 2.4660, 0.9639], [-2.7877, -0.1496, 2.1939], [-3.0124, 1.3465, 1.1770], [-4.0588, 0.1465, 0.7998], [-2.6776, 1.0405, -1.9716], [-1.7064, -0.3752, -2.5584], [-3.2799, -0.4921, -1.9498], [-1.8664, -2.8594, -0.5308], [-0.2327, -2.2484, 0.1060], [-1.4676, -2.7968, 1.1605], [0.0383, 0.6053, 1.3806]],
  "forces_ev_per_a": [[-4.383, 1.555, 2.186], [-0.328, -0.839, 0.385], [-1.086, 0.347, -2.873], [0.402, -3.502, -2.042], [1.170, -1.354, 0.394], [-2.099, -2.452, 0.807], [4.340, 0.533, 0.634], [0.456, -0.715, -2.425], [2.750, -1.306, -4.517], [-0.929, 1.293, 0.751], [0.731, -0.067, 0.161], [0.162, -1.436, -0.088], [2.139, 2.057, 0.770], [-0.529, -0.799, 2.355], [-0.173, 2.616, 1.461], [1.386, 0.947, -0.626], [-1.502, 0.184, 0.332], [0.373, 0.028, -0.119], [-0.401, -0.109, -0.653], [-1.539, 1.148, 1.023], [-0.498, 0.901, -1.672], [0.665, 1.843, 0.362], [1.755, -0.583, 0.656], [0.398, 0.524, 0.069], [-0.424, 0.533, 0.120], [-3.413, -2.276, -0.369], [1.065, 1.092, 0.965], [-0.573, -0.354, -0.314], [-0.484, 0.552, 0.882], [0.567, -0.361, 1.387]]
}

=====

{
  "formula": "C24H60CrCsLi2N4O12PS2",
  "method": "ωB97M-V/def2-TZVPD",
  "e_homo_ev": [-3.186, -3.748],
  "multiplicity": 4,
  "e_above_lowest_kcal_mol": 70.8,
  "gap_ev": [3.1, 3.6],
  "total_charge": -1,
  "symbols": ["Cr", "Cs", "Li", "Li", "P", "O", "O", "O", "O", "S", "O", "O", "O", "O", "S", "O", "O", "O", "O", "C", "C", "N", "C", "C", "C", "C", "H", "H", "H", "H", "H", "H", "H", "H", "H", "H", "H", "H", "H", "H", "H", "C", "C", "N", "C", "C", "C", "C", "H", "H", "H", "H", "H", "H", "H", "H", "H", "H", "H", "H", "H", "H", "H", "C", "C", "N", "C", "C", "C", "C", "H", "H", "H", "H", "H", "H", "H", "H", "H", "H", "H", "H", "H", "H", "H", "C", "C", "N", "C", "C", "C", "C", "H", "H", "H", "H", "H", "H", "H", "H", "H", "H", "H", "H", "H", "H", "H"],
  "positions_angstrom": [[-0.2298, -2.5007, -1.4696], [-0.7132, 4.0390, -0.1111], [2.7293, -1.5742, 0.2605], [-1.5488, 1.1632, -1.6677], [-0.1689, -0.3300, -0.4377], [-0.7700, -0.5972, -1.8382], [1.1841, -1.1055, -0.6595], [-1.0058, -1.5232, 0.0342], [-0.5018, 1.1196, -0.0996], [1.8520, -4.1559, -0.9370], [2.0608, -5.5699, -1.1503], [2.9878, -3.3859, -0.3896], [1.3758, -3.4508, -2.1634], [0.5936, -3.8283, -0.2154], [-1.9947, -3.6085, -3.3629], [-1.7152, -3.7949, -1.9073], [-1.7930, -4.8173, -4.1417], [-3.2696, -2.9577, -3.6233], [-0.8984, -2.6122, -3.4761], [1.8058, -0.0734, 2.6887], [2.7170, 0.7742, 1.8051], [3.7393, -0.1311, 1.1687], [4.3300, 0.6290, 0.0535], [5.1987, -0.2453, -0.8505], [4.7601, -0.5724, 2.1343], [5.3679, 0.4919, 3.0781], [1.1892, -0.7854, 2.1380], [1.0305, 0.6243, 3.0379], [2.3550, -0.4964, 3.5239], [2.1406, 1.1997, 0.9840], [3.2597, 1.5727, 2.3182], [4.9198, 1.5085, 0.3499], [3.5113, 0.9915, -0.5668], [4.5435, -0.9431, -1.3854], [5.9038, -0.8819, -0.3173], [5.6700, 0.2849, -1.6764], [4.2988, -1.2583, 2.8510], [5.5113, -1.2028, 1.6656], [5.7869, 1.2894, 2.4631], [4.5938, 0.7827, 3.7870], [6.1612, 0.0557, 3.6844], [-5.9279, -4.3187, -0.3882], [-5.2042, -4.2660, 0.9483], [-4.9508, -2.8954, 1.4059], [-6.1684, -2.1853, 1.7162], [-5.9019, -0.6989, 1.9597], [-3.9791, -2.9379, 2.4910], [-2.5788, -3.4805, 2.1731], [-5.9523, -5.3209, -0.8192], [-5.5782, -3.6478, -1.1738], [-6.9827, -4.0298, -0.3004], [-5.6789, -4.9546, 1.6726], [-4.2286, -4.7565, 0.9291], [-7.0260, -2.3691, 1.0738], [-6.5522, -2.6082, 2.6686], [-5.0346, -0.2836, 1.4480], [-6.7852, -0.0545, 1.9076], [-5.6782, -0.5223, 3.0226], [-4.4868, -3.4538, 3.3281], [-3.8001, -1.9183, 2.8492], [-1.8391, -2.9744, 2.7833], [-2.4514, -3.4405, 1.0909], [-2.5228, -4.5493, 2.3993], [-4.4698, 4.3925, 0.5888], [-3.9018, 4.6650, 1.9939], [-2.8151, 3.7397, 2.3413], [-3.4004, 2.3931, 2.5892], [-2.3463, 1.3108, 2.9192], [-2.2178, 4.2704, 3.5981], [-1.1148, 5.2682, 3.2722], [-3.8301, 4.5723, -0.2814], [-5.3495, 5.0140, 0.3972], [-4.8767, 3.3921, 0.4292], [-3.4159, 5.6443, 1.9333], [-4.6890, 4.7554, 2.7507], [-4.1209, 2.5257, 3.4073], [-3.9679, 1.9856, 1.7552], [-2.7772, 0.3103, 2.9293], [-1.6226, 1.2472, 2.1018], [-1.8262, 1.5256, 3.8504], [-1.7236, 3.4331, 4.0840], [-3.0248, 4.6853, 4.2072], [-1.3837, 6.1667, 2.7137], [-0.2604, 4.8138, 2.7657], [-0.6858, 5.6049, 4.2208], [6.2613, 0.7960, -5.0703], [4.7837, 0.4198, -5.1752], [3.9523, 0.8790, -4.0627], [3.8268, 2.3170, -4.1817], [3.4179, 2.9368, -2.8541], [2.6511, 0.1801, -3.9647], [2.6681, -1.3379, -4.1675], [6.9760, 0.1101, -5.5246], [6.5651, 1.0020, -4.0431], [6.4394, 1.7218, -5.6304], [4.3316, 0.8288, -6.0970], [4.7316, -0.6544, -5.3419], [4.7216, 2.8121, -4.5608], [3.0877, 2.5920, -4.9567], [3.5193, 4.0222, -2.7409], [2.3398, 2.8207, -2.6988], [3.8872, 2.4977, -1.9768], [1.9981, 0.5877, -4.7538], [2.2717, 0.3767, -2.9612], [3.2203, -1.8119, -3.3589], [2.8855, -1.6407, -5.1887], [1.6235, -1.6293, -4.0222]],
  "forces_ev_per_a": [[-0.455, -3.835, 0.097], [0.149, -0.355, 0.271], [-0.506, -1.116, -0.708], [0.201, -1.762, -0.496], [-0.955, -4.563, -2.857], [-0.422, 5.184, -3.974], [1.238, 2.996, 1.430], [-1.250, 0.119, 5.277], [0.718, 1.587, 1.097], [-1.574, 0.192, -1.880], [0.697, 0.738, 0.737], [0.829, -0.162, 0.847], [1.814, 0.201, -3.120], [-1.100, -0.421, 3.318], [0.801, 1.053, -1.023], [-0.752, -1.359, 3.541], [-0.187, 0.075, 0.287], [-0.661, -0.280, 0.175], [1.378, 1.594, -3.038], [-0.678, 1.635, -0.006], [0.532, -1.752, -0.493], [0.336, 1.501, 0.069], [0.810, -0.356, -0.817], [-0.749, -0.805, -0.426], [-0.264, -0.566, 1.493], [-0.013, -0.530, -0.876], [0.565, -0.421, -0.138], [0.186, -0.143, 0.552], [-0.253, -0.232, 0.091], [-0.054, 0.026, 0.029], [-0.371, 0.110, 0.222], [-0.164, 0.038, 0.442], [-0.132, 0.018, 0.105], [-0.034, -0.100, 0.128], [0.233, 0.330, 0.007], [0.191, 0.336, 0.312], [-0.350, -0.253, -0.378], [0.059, 0.343, -0.350], [-0.097, 0.415, 0.502], [0.126, 0.593, -0.137], [0.116, -0.115, -0.200], [-0.793, -0.002, -0.405], [0.763, -0.093, -0.437], [0.050, -1.013, -1.105], [0.162, 0.060, 1.626], [-0.259, 0.568, 1.457], [-0.337, 0.928, 0.746], [-1.286, -1.168, -0.348], [0.221, -0.061, 0.157], [0.733, -0.035, 0.289], [-0.032, -0.151, 0.338], [-0.709, 0.596, 0.366], [0.090, 0.238, -0.798], [0.610, 0.044, -0.820], [-0.111, 0.152, 0.244], [-0.243, -0.161, -0.582], [-0.046, -0.145, -0.852], [0.343, -0.378, -0.019], [0.338, -0.168, 0.278], [-0.349, 0.080, -0.106], [0.241, 0.169, -0.414], [0.674, 0.578, 0.118], [0.061, 0.024, 0.169], [-1.139, -0.115, -0.128], [0.934, 0.298, -1.796], [-0.759, -0.322, 0.297], [0.556, -0.603, 0.721], [-0.115, 0.580, -0.536], [0.475, -0.513, -1.498], [0.444, 0.381, 0.814], [0.441, 0.158, 0.407], [0.127, 0.246, 0.181], [0.236, -0.155, 0.370], [-0.259, 0.175, 0.152], [-0.079, -0.384, 0.035], [-0.076, -0.314, 0.156], [0.031, 0.549, -0.317], [-0.248, 0.094, 0.330], [0.114, 0.184, 0.048], [0.005, -0.306, 0.067], [-0.251, 0.129, 0.364], [0.230, 0.050, 0.358], [-0.346, -0.088, 0.012], [-0.173, -0.301, -0.072], [-0.052, 0.215, -0.049], [0.166, 1.205, -0.374], [-0.255, -0.510, -0.594], [1.222, -0.481, -0.262], [-0.464, 0.489, 0.339], [-1.079, 0.631, 0.592], [0.529, -0.011, -0.622], [-0.952, 0.845, 0.606], [-0.343, -0.450, 0.146], [-0.084, -0.230, 0.068], [0.031, 0.113, 0.198], [0.322, 0.061, -0.237], [-0.264, -0.024, 0.598], [0.423, -0.469, 0.306], [-0.274, -0.126, 0.044], [0.489, 0.014, -0.521], [-0.075, -0.408, 0.006], [0.314, -0.210, -0.233], [-0.321, 0.230, 0.271], [-0.373, 0.083, -0.145], [0.253, -0.385, -0.395], [0.502, -0.110, 0.136], [0.063, -0.237, 0.145]]
}